Record 1
Entry from OMol25: a single C5H9NO molecule (ωB97M-V with the def2-TZVPD basis set).

```
16
Properties=species:S:1:pos:R:3:nbo_charge:R:1
C 0.6285 -0.4595 -2.0151 -0.4100
N -0.0458 0.2111 -0.8933 -0.2263
C -1.3487 0.0956 -0.7715 -0.1933
C 0.7377 0.8312 0.0319 -0.2765
C 0.5124 0.7490 1.4505 0.4843
O 1.1139 1.4775 2.2367 -0.6042
C -0.3299 -0.3978 2.0080 -0.7103
H -0.0131 -0.4663 -2.8977 0.2093
H 0.8725 -1.4831 -1.7156 0.2208
H 1.5557 0.0738 -2.2286 0.2271
H -1.8619 0.7186 -0.0497 0.2116
H -1.8794 -0.6384 -1.3650 0.1925
H 1.6303 1.3323 -0.3241 0.2101
H 0.2462 -0.8132 2.8394 0.2374
H -1.2819 -0.0386 2.4124 0.2246
H -0.5365 -1.1921 1.2817 0.2029
```

Output
- E_LUMO (alpha / beta) (Eh) = 0.0048 / 0.0049

---

Record 2
Entry from OMol25: a single C5H9NO molecule in a non-equilibrium geometry (ωB97M-V with the def2-TZVPD basis set).

```
16
Properties=species:S:1:pos:R:3:nbo_charge:R:1
C 1.4558 -1.1455 1.0538 -0.6307
C 0.6457 0.0674 1.4052 -0.0746
N 0.8798 1.3359 0.7102 -0.5553
C -0.3482 0.5554 0.4484 -0.1033
C -0.6919 -0.1042 -0.8695 -0.0193
C -1.7458 0.5505 -1.6464 -0.0951
O -0.4791 1.1231 -1.8274 -0.5087
H 0.9222 -2.0469 1.3778 0.2170
H 2.4004 -1.0442 1.5901 0.2168
H 1.6735 -1.2428 -0.0182 0.2109
H 0.4039 0.2164 2.4597 0.1965
H 1.5635 1.1781 -0.0351 0.3527
H -1.2490 0.9903 0.9640 0.2061
H -0.4796 -1.0141 -1.4666 0.2289
H -2.1966 0.1360 -2.5795 0.1843
H -2.3609 1.2095 -1.0780 0.1737
```

Output
- SMILES string = C[C@H]1N[C@H]1[C@H]1CO1
- E_LUMO (Eh) = 0.0393

---

Record 3
Entry from OMol25: a single C5H9NO molecule in a non-equilibrium geometry (ωB97M-V with the def2-TZVPD basis set).

```
16
Properties=species:S:1:pos:R:3:nbo_charge:R:1
C 0.5951 -2.1540 -0.0462 -0.7189
C 0.8348 -0.6738 -0.3436 0.5828
C -0.3985 -0.1290 -0.7742 -0.5452
C -0.7729 1.1946 -0.2038 -0.0368
C -0.3090 1.6675 1.1284 -0.2579
H 1.4470 -2.7435 0.1419 0.2287
H -0.1365 -2.6206 -0.7921 0.2221
H -0.0870 -2.2751 0.8885 0.2427
H -0.1970 0.1959 -1.8683 0.2505
H -1.3310 -0.8708 -0.7152 0.2384
H -1.8756 1.5176 -0.5634 0.1703
H 0.1684 0.7675 1.5504 0.1792
H -0.9277 2.2438 1.9941 0.2020
H 1.1115 1.7815 -0.4389 0.3872
N 0.1585 2.1475 -0.0742 -0.6059
O 1.7198 -0.0491 0.1167 -0.5391
```

Output
- SMILES string = CC(=O)C[C@H]1CN1
- E_LUMO (Eh) = 0.0287

---

Record 4
Entry from OMol25: a single C5H9NO molecule (ωB97M-V with the def2-TZVPD basis set).

```
16
Properties=species:S:1:pos:R:3:nbo_charge:R:1
C 1.3704 -1.2017 0.0053 -0.6379
C 0.5981 0.1188 0.1154 0.2281
O 1.5695 1.0995 0.4858 -0.7202
C -0.2130 0.5567 -1.1030 -0.2643
N -1.3495 1.0457 -0.2227 -0.3806
C -1.8842 -0.1918 0.3851 -0.2763
C -0.6609 0.3836 0.9466 -0.1178
H 0.8474 -2.0778 0.4367 0.2188
H 2.3339 -0.9884 0.4610 0.2376
H 1.6293 -1.4461 -1.0413 0.2129
H 1.2268 1.9898 0.3050 0.4720
H -0.5620 -0.2266 -1.7803 0.1916
H 0.3816 1.2579 -1.7007 0.2095
H -1.8449 -1.1286 -0.1712 0.1943
H -2.8044 -0.0571 0.9536 0.2189
H -0.6382 0.8660 1.9247 0.2132
```

Output
- SMILES string = C[C@@]1(O)CN2C[C@H]21
- E_LUMO (Eh) = 0.0375

---

Record 5
Entry from OMol25: a single C5H9NO molecule in a non-equilibrium geometry (ωB97M-V with the def2-TZVPD basis set).

```
16
Properties=species:S:1:pos:R:3:nbo_charge:R:1
C 0.1063 -0.7497 0.2000 0.1296
C -1.2902 0.1796 0.0674 -0.4546
C -0.6111 -1.1491 -0.9721 -0.3684
C 0.9991 1.5957 -0.6319 -0.6704
C 0.3952 0.8158 0.5207 0.4682
N 0.2732 -1.5483 1.3322 -0.8365
O 0.7863 1.0435 1.6929 -0.7175
H 0.4254 -2.5437 1.2309 0.3993
H 0.6155 -0.9981 2.1259 0.4352
H -2.0080 -0.1422 0.8124 0.2362
H -1.7038 0.8548 -0.6693 0.2524
H -1.0381 -2.1476 -1.0298 0.2329
H -0.4203 -0.6523 -1.9117 0.2314
H 0.2964 1.7605 -1.4524 0.2001
H 1.2928 2.5921 -0.2926 0.2372
H 1.8813 1.0889 -1.0225 0.2251
```

Output
- E_LUMO (Eh) = 0.0308

---

Record 6
Entry from OMol25: a single C5H9NO molecule (ωB97M-V with the def2-TZVPD basis set).

```
16
Properties=species:S:1:pos:R:3:nbo_charge:R:1
C -0.9921 0.9974 -1.1902 -0.6305
C -0.3635 -0.2504 -0.5877 -0.0994
C 0.9978 -0.0421 0.1047 0.0801
O 1.1515 1.2624 0.6331 -0.7120
C 0.9121 -1.0017 1.3001 -0.5525
C -0.5563 -1.2443 1.6134 0.1191
N -1.1615 -0.7981 0.5331 -0.5719
H -0.3858 1.3859 -2.0181 0.2147
H -1.9884 0.7846 -1.5934 0.2171
H -1.0847 1.7726 -0.4238 0.2273
H -0.2557 -1.0321 -1.3543 0.1948
H -2.1693 -0.8504 0.4410 0.3958
H 1.8261 -0.2800 -0.5770 0.1708
H 1.2562 1.8764 -0.1042 0.4665
H 1.4561 -0.6031 2.1606 0.2455
H 1.3575 -1.9771 1.0629 0.2348
```

Output
- E_LUMO (Eh) = 0.0258

---

Record 7
Entry from OMol25: a molecular structure, C5H9NO in a non-equilibrium geometry (ωB97M-V with the def2-TZVPD basis set).

```
16
Properties=species:S:1:pos:R:3:nbo_charge:R:1
C -1.8175 0.3348 0.3533 -0.2091
C -1.0823 -0.9125 0.2626 -0.4384
C -0.0773 -0.1326 -0.5918 -0.0689
C 1.2768 -0.5069 -0.3893 0.0334
C 2.0269 0.6290 0.0219 -0.1343
H -2.7114 0.3129 -0.5089 0.1752
H -2.3298 0.7762 1.2563 0.2071
H -1.5535 -1.7158 -0.3340 0.1946
H -0.7406 -1.2821 1.2721 0.2166
H -0.5807 -0.3443 -1.5983 0.1882
H 0.1279 1.4831 0.6971 0.3641
H 1.6177 -1.3293 -0.9845 0.1962
H 3.0275 0.2765 -0.2182 0.1832
H 1.8431 1.6208 -0.1072 0.2045
N -0.5763 1.1367 -0.0837 -0.6397
O 1.5495 -0.3465 0.9527 -0.4726
```

Output
- E_LUMO (Eh) = 0.0411

---

Record 8
Entry from OMol25: a single C5H9NO molecule (ωB97M-V with the def2-TZVPD basis set).

```
16
Properties=species:S:1:pos:R:3:nbo_charge:R:1
O 0.1396 2.2582 0.5318 -0.7051
C 0.9998 1.2082 0.1371 0.1104
C 0.8753 -0.0487 1.0419 -0.4296
C -0.1740 -0.5533 0.0490 0.0746
C -0.9163 -1.8110 -0.1360 -0.2582
N -1.5771 -0.6268 0.4255 -0.5822
C 0.3737 0.3990 -1.0193 -0.4473
H -0.7008 2.1167 0.0804 0.4635
H 1.9974 1.6335 -0.0087 0.1754
H 0.5550 0.1299 2.0724 0.2303
H 1.7838 -0.6641 1.0263 0.2097
H -0.8018 -2.6489 0.5472 0.2019
H -1.1502 -2.0907 -1.1633 0.1910
H -2.1671 -0.1848 -0.2755 0.3426
H 1.1085 -0.0790 -1.6775 0.2245
H -0.3457 0.9617 -1.6313 0.1986
```

Output
- SMILES string = O[C@H]1C[C@]2(CN2)C1
- E_LUMO (Eh) = 0.0348

---

Record 9
Entry from OMol25: a molecular structure, C5H9NO in a non-equilibrium geometry (ωB97M-V with the def2-TZVPD basis set).

```
16
Properties=species:S:1:pos:R:3:nbo_charge:R:1
C -0.9682 0.4328 1.1784 -0.5983
C -0.0623 0.1302 -0.0049 -0.1937
C 0.5704 1.3703 -0.6213 -0.5925
C 0.9711 -0.9585 0.2373 -0.2301
N 0.0062 -1.8767 -1.0497 -0.6295
C -0.7750 -0.7341 -1.0306 0.6530
O -1.6882 -0.4949 -1.7855 -0.5690
H -1.7975 1.0590 0.8376 0.2339
H -0.4292 0.9616 1.9711 0.2101
H -1.3942 -0.4877 1.5973 0.2136
H 1.1539 1.9179 0.1276 0.2094
H -0.2108 2.0266 -1.0096 0.2319
H 1.2381 1.1056 -1.4501 0.2191
H 1.9945 -0.8054 -0.0954 0.2220
H 0.9737 -1.3779 1.2651 0.2125
H 0.4175 -2.2690 -0.1675 0.4074
```

Output
- E_LUMO (Eh) = 0.0183

---

Record 10
Entry from OMol25: 2 unconnected molecules or ions with the total composition C5H9NO in a non-equilibrium geometry (ωB97M-V with the def2-TZVPD basis set).

```
16
Properties=species:S:1:pos:R:3:nbo_charge:R:1
C -1.3241 -0.3203 -0.5549 -0.3953
C -0.3276 -0.5884 0.5541 -0.3797
C 0.2029 0.8158 0.9081 -0.4682
C 0.8321 1.3207 -0.3386 -0.1958
O 1.0876 -0.1894 -1.9762 -0.9231
C -0.6782 -1.4149 1.7309 0.2842
N -0.8215 -2.1133 2.6431 -0.3200
H 0.1274 -0.4088 -1.7342 0.4886
H -1.9502 0.5565 -0.3619 0.1863
H -1.9744 -1.1668 -0.8089 0.1930
H 0.5348 -1.1186 0.1352 0.2362
H -0.6392 1.4508 1.1968 0.2169
H 0.9283 0.7714 1.7271 0.2263
H 1.9000 1.1779 -0.4498 0.1839
H 0.4396 2.1784 -0.8760 0.1929
H 1.6624 -0.9511 -1.7950 0.4737
```

Output
- E_LUMO (alpha / beta) (Eh) = -0.0512 / 0.0053

---

Record 11
Entry from OMol25: 2 unconnected molecules or ions with the total composition C5H9NO in a non-equilibrium geometry (ωB97M-V with the def2-TZVPD basis set).

```
16
Properties=species:S:1:pos:R:3:nbo_charge:R:1
C -0.1301 1.1676 0.5537 -0.6452
C 0.4458 -0.2173 0.6890 -0.0995
C 0.9905 -1.0316 1.6902 -0.0739
N 1.2909 -2.2397 1.1294 -0.4890
C 1.0365 -2.2229 -0.2224 -0.0860
C 0.6900 -0.8950 -0.5213 -0.3033
H 0.2790 2.0515 1.0668 0.2212
H 0.1353 1.4687 -0.4594 0.2200
H -1.2013 1.3733 0.5731 0.2239
H 1.4516 -0.7457 2.6219 0.2111
H 1.9644 -2.9057 1.4870 0.4061
H 1.6717 -2.8777 -0.8085 0.2040
H 0.0533 -0.8169 -1.4043 0.2100
H -3.1455 3.2727 -2.5949 0.4805
H -2.7011 1.8368 -1.9675 0.4817
O -2.8309 2.7817 -1.8328 -0.9615
```

Output
- SMILES string = Cc1cc[nH]c1.O
- E_LUMO (Eh) = 0.0332

---

Record 12
Entry from OMol25: a molecular structure, C5H9NO (ωB97M-V with the def2-TZVPD basis set).

```
16
Properties=species:S:1:pos:R:3:nbo_charge:R:1
C -1.0778 0.9320 0.2208 -0.3205
C -0.2591 0.0456 -0.5235 0.0119
C -0.7374 -1.1925 -1.2095 -0.6128
N 1.0986 0.5120 -0.7736 -0.6126
C 1.5503 0.2383 0.5898 -0.2511
C 0.1737 -0.2363 1.1464 0.3558
O -0.1828 -1.2438 1.7499 -0.6590
H -2.0348 0.5765 0.5937 0.2471
H -0.9506 2.0141 0.1703 0.2227
H -0.3387 0.8571 1.5319 0.1687
H -0.7047 -1.0436 -2.2917 0.2240
H -1.7624 -1.4358 -0.9169 0.2217
H -0.0996 -2.0460 -0.9506 0.2294
H 1.1499 1.4889 -1.0444 0.3590
H 2.2244 -0.6252 0.6205 0.2187
H 2.0088 1.0629 1.1454 0.1969
```

Output
- E_LUMO (Eh) = 0.0174

---

Taking the records one at a time from the top gives calculated total energy values of -8866.3313 -8865.1925 -8865.0283 -8866.1492 -8864.8866 -8866.7213 -8863.9140 -8866.4221 -8865.6532 -8863.3053 -8866.8743 -8864.3077 eV.
Taking the records one at a time from the top gives energy relative to the best compared isomer or geometry (same formula, charge and spin) values of 2.8813 4.0201 4.1843 3.0634 4.3260 2.4913 5.2986 2.7905 3.5594 5.9073 2.3384 4.9049 eV.